34
Properties=species:S:1:pos:R:3 method="wB97M-V/def2-TZVPD" e_homo_ev=-3.827 total_energy_ev=-42298.931 fmax_ha_per_bohr=0.1642 total_charge=-1
N 5.50 -1.52 0.50
C 4.34 -1.36 -0.50
C 2.98 -0.75 0.21
C 1.77 -0.37 -0.83
C 1.89 1.28 -0.93
O 0.95 1.88 0.08
B 0.20 0.66 0.53
C -1.31 1.02 1.13
C -2.15 1.79 -0.03
C -3.33 0.95 -0.76
C -3.32 -0.66 -0.56
S -4.69 -1.07 0.68
O -4.68 -0.08 1.91
O -6.13 -0.91 0.06
Cl -4.60 -3.06 1.35
O 0.35 -0.50 -0.37
H 5.34 -2.37 1.08
H 5.57 -0.67 1.11
H 4.74 -0.68 -1.39
H 4.11 -2.44 -0.93
H 3.28 0.24 0.76
H 2.59 -1.49 1.03
H 2.07 -0.85 -1.86
H 1.41 1.67 -1.95
H 2.99 1.72 -0.83
H 0.77 0.34 1.53
H -1.84 0.12 1.65
H -1.10 1.82 2.00
H -2.68 2.73 0.50
H -1.45 2.25 -0.85
H -4.37 1.45 -0.46
H -3.24 1.15 -1.94
H -2.29 -1.15 -0.31
H -3.67 -1.16 -1.59